(1)
DFT (wB97M-V/def2-TZVPD) results for a structure of composition C21H20N2O4Pd at a distorted geometry.

Geometry (Å):
Pd: 0.69 0.34 -1.30
O: 4.35 0.74 0.73
C: 3.20 0.65 0.32
O: 2.80 0.61 -0.88
C: 2.11 0.61 1.42
C: 2.51 0.65 2.78
C: 1.56 0.62 3.75
C: 0.19 0.53 3.39
C: -0.86 0.47 4.34
C: -2.16 0.36 3.93
C: -2.46 0.28 2.55
C: -1.47 0.34 1.62
C: -0.12 0.47 2.02
N: 0.86 0.53 1.06
H: 3.57 0.71 2.99
H: 1.83 0.66 4.80
H: -0.61 0.52 5.39
H: -2.95 0.32 4.66
H: -3.49 0.17 2.24
H: -1.68 0.26 0.56
C: -2.39 -0.24 -2.36
O: -1.34 0.72 -2.39
C: -1.73 2.03 -1.99
C: -0.62 2.98 -2.36
O: 0.59 2.61 -1.70
C: 0.89 3.39 -0.54
H: -3.35 0.24 -2.58
H: -2.45 -0.73 -1.39
H: -2.18 -0.99 -3.12
H: -1.92 2.06 -0.91
H: -2.66 2.31 -2.50
H: -0.89 4.00 -2.11
H: -0.42 2.91 -3.43
H: 0.95 4.44 -0.81
H: 1.86 3.05 -0.19
H: 0.14 3.25 0.24
N: 0.46 -6.88 -1.84
C: 0.52 -5.73 -1.73
C: 0.60 -4.30 -1.59
C: 0.89 -3.73 -0.36
C: 0.95 -2.35 -0.23
C: 0.70 -1.54 -1.33
C: 0.43 -2.11 -2.57
C: 0.38 -3.49 -2.70
H: 1.08 -4.37 0.49
H: 1.19 -1.92 0.73
H: 0.29 -1.48 -3.44
H: 0.17 -3.94 -3.67

For the energy relative to the best compared isomer or geometry (same formula, charge and spin), the calculation gives 68.94 kJ/mol. As for the multiplicity: 1. As for the HOMO energy: -0.3007 Ha. The value obtained for the gap between HOMO and LUMO is 7.93 eV.

(2)
DFT (wB97M-V/def2-TZVPD) results for a structure of composition C19H29CeN2O at a distorted geometry.

Geometry (Å):
C: 0.51 -2.65 1.49
H: -0.34 -2.76 2.18
H: 0.85 -3.61 1.10
H: 0.08 -2.21 0.61
C: 1.62 -1.81 2.09
H: 2.19 -1.16 1.37
H: 1.19 -1.12 2.83
C: 2.54 -2.80 2.79
H: 3.32 -2.28 3.33
H: 1.98 -3.39 3.52
H: 3.02 -3.49 2.09
C: 0.93 0.80 -2.41
C: 2.15 0.40 -1.73
C: 2.10 -1.03 -1.56
C: 0.87 -1.51 -2.11
C: 0.13 -0.40 -2.61
C: -1.20 -0.47 -3.27
C: 0.54 -2.95 -2.36
C: 3.20 -1.91 -1.03
C: 3.10 1.31 -1.04
C: 0.41 2.19 -2.53
Ce: 0.31 0.23 -0.24
H: -0.55 -3.12 -2.42
H: 0.96 -3.32 -3.31
H: 0.94 -3.61 -1.57
H: -1.68 -1.44 -3.11
H: -1.89 0.31 -2.90
H: -1.12 -0.33 -4.36
H: 0.88 2.88 -1.81
H: 0.64 2.56 -3.53
H: -0.69 2.26 -2.41
H: 3.75 0.77 -0.33
H: 3.75 1.78 -1.78
H: 2.60 2.13 -0.48
H: 2.80 -2.78 -0.48
H: 3.83 -2.31 -1.84
H: 3.86 -1.35 -0.35
N: -4.78 4.43 1.44
C: -3.81 3.75 0.76
O: -3.47 4.06 -0.38
C: -3.16 2.63 1.51
C: -3.47 2.22 2.82
C: -2.77 1.14 3.38
C: -1.79 0.48 2.63
N: -1.47 0.90 1.38
C: -2.16 1.94 0.81
H: -5.26 5.17 0.95
H: -5.12 4.16 2.34
H: -4.24 2.73 3.39
H: -2.97 0.78 4.38
H: -1.23 -0.39 2.99
H: -1.88 2.18 -0.23

For the energy relative to the best compared isomer or geometry (same formula, charge and spin), the calculation gives 0.00 kJ/mol. As for the net charge: +2. As for the multiplicity: 2. As for the HOMO energy (alpha / beta): -0.5670 / -0.5659 Ha. The value obtained for the gap between HOMO and LUMO (alpha / beta) is 8.62 / 8.68 eV.

(3)
DFT (wB97M-V/def2-TZVPD) results for the molecule C20H25N3O3.

Geometry (Å):
C: -7.33 -2.72 0.07
O: -5.95 -2.68 -0.18
C: -5.33 -1.46 -0.16
C: -5.95 -0.25 0.11
C: -5.21 0.92 0.11
C: -3.85 0.91 -0.17
C: -3.04 2.18 -0.17
N: -1.78 2.01 0.50
C: -0.61 2.43 -0.07
O: -0.59 2.95 -1.18
N: 0.53 2.28 0.69
C: 0.73 1.28 1.71
C: 1.42 0.05 1.10
N: 2.68 0.45 0.52
C: 3.75 -0.44 0.52
C: 4.20 -0.92 1.75
C: 5.28 -1.78 1.85
C: 5.95 -2.17 0.70
C: 5.52 -1.71 -0.53
C: 4.42 -0.87 -0.65
O: 3.92 -0.44 -1.85
C: 4.60 -0.80 -3.03
C: 2.49 1.42 -0.53
C: 1.79 2.65 0.06
C: -3.23 -0.31 -0.44
C: -3.96 -1.48 -0.44
H: -7.90 -2.14 -0.67
H: -7.57 -2.36 1.07
H: -7.61 -3.77 -0.01
H: -7.00 -0.20 0.32
H: -5.70 1.86 0.33
H: -2.80 2.48 -1.19
H: -3.62 3.00 0.30
H: -1.81 1.77 1.48
H: -0.21 0.97 2.17
H: 1.37 1.71 2.48
H: 1.60 -0.70 1.87
H: 0.76 -0.38 0.34
H: 3.70 -0.59 2.64
H: 5.60 -2.13 2.82
H: 6.80 -2.83 0.76
H: 6.04 -2.04 -1.42
H: 4.04 -0.32 -3.84
H: 5.63 -0.43 -3.04
H: 4.59 -1.88 -3.18
H: 3.46 1.72 -0.93
H: 1.87 1.03 -1.35
H: 1.57 3.38 -0.72
H: 2.42 3.10 0.83
H: -2.18 -0.33 -0.66
H: -3.49 -2.43 -0.65

For the energy relative to the best compared isomer or geometry (same formula, charge and spin), the calculation gives 257.61 kJ/mol. As for the multiplicity: 1. As for the HOMO energy: -0.2801 Ha. The value obtained for the gap between HOMO and LUMO is 8.39 eV.

(4)
DFT (wB97M-V/def2-TZVPD) results for a cluster of 2 separate species, C3H5BrO in total at a distorted geometry.

Geometry (Å):
C: 1.46 2.10 0.05
C: 0.51 1.28 -0.38
Br: -1.27 1.41 0.08
H: 1.39 2.90 0.73
H: 2.43 1.99 -0.17
H: 0.86 0.37 -0.90
C: -1.33 -2.46 0.12
O: -2.49 -2.33 -0.15
H: -0.66 -3.25 -0.39
H: -0.90 -2.01 1.00

For the energy relative to the best compared isomer or geometry (same formula, charge and spin), the calculation gives 143.67 kJ/mol. As for the multiplicity: 1. As for the HOMO energy: -0.3547 Ha. The value obtained for the gap between HOMO and LUMO is 10.35 eV.

Number 1: electronic energy -1350.533355 Ha. Number 2: electronic energy -1400.732719 Ha. Number 3: electronic energy -1167.096858 Ha. Number 4: electronic energy -2766.481332 Ha.